The following is a DFT calculation (wB97M-V/def2-TZVPD) of 2 unconnected molecules or ions with the total composition C29H56IN3O7PS in a non-equilibrium geometry.

```
! wB97M-V def2-TZVPD RIJCOSX def2/J DEFGRID3
* xyz 1 1
C -0.507 0.666 3.138
C -0.233 -0.297 2.178
N -0.069 -0.107 0.766
C -0.580 1.072 0.317
N -1.856 1.261 0.534
O -2.488 2.416 0.198
C -3.775 2.105 -0.415
C -4.960 2.010 0.599
C -4.494 2.353 2.011
C -6.060 2.936 0.072
C -7.464 2.716 0.660
C -7.621 3.299 2.082
C -7.895 1.254 0.625
N 0.106 2.081 -0.303
P -0.365 2.308 -1.951
O -1.330 1.316 -2.444
C 1.578 2.129 -0.024
C 2.239 0.816 0.421
C 2.886 0.998 1.800
C 3.958 2.130 1.831
C 3.781 3.005 3.078
C 2.667 4.031 2.942
O 2.444 4.726 4.158
C 1.312 -0.403 0.270
C 1.265 -0.733 -1.272
C -0.019 -1.355 -1.809
C 0.087 -1.376 -3.354
I 0.199 -3.412 -4.052
C 1.924 -1.643 0.939
C 1.059 -2.920 0.826
C 1.070 -3.762 2.119
C -0.329 -4.156 2.565
O -0.247 -5.238 3.512
C -0.946 -4.993 4.668
O -2.117 -5.320 4.792
H 0.212 0.975 3.887
H -1.488 1.126 3.219
H -0.198 -1.337 2.480
H -2.405 0.536 0.981
H -3.655 1.141 -0.905
H -3.971 2.827 -1.199
H -5.290 0.972 0.573
H -3.744 1.633 2.351
H -4.005 3.323 2.041
H -5.295 2.311 2.738
H -6.154 2.816 -1.010
H -5.753 3.968 0.258
H -8.151 3.285 0.033
H -6.862 4.054 2.277
H -7.506 2.520 2.835
H -8.605 3.744 2.201
H -8.977 1.183 0.718
H -7.435 0.681 1.429
H -7.645 0.789 -0.329
H -0.940 3.589 -1.978
H 0.828 2.416 -2.688
H 1.735 2.939 0.677
H 2.058 2.465 -0.942
H 3.072 0.627 -0.257
H 2.173 1.229 2.588
H 3.411 0.104 2.120
H 3.951 2.723 0.916
H 4.935 1.667 1.944
H 3.527 2.373 3.933
H 4.716 3.490 3.354
H 1.749 3.481 2.703
H 2.913 4.714 2.127
H 1.537 4.576 4.418
H 1.512 0.172 -1.831
H 2.086 -1.424 -1.452
H -0.929 -0.837 -1.528
H -0.136 -2.388 -1.506
H 1.023 -0.930 -3.668
H -0.762 -0.908 -3.829
H 2.875 -1.805 0.435
H 2.138 -1.475 1.991
H 1.421 -3.549 0.019
H 0.026 -2.627 0.646
H 1.540 -3.220 2.942
H 1.639 -4.680 1.998
H -0.853 -3.334 3.058
H -0.900 -4.515 1.709
H -0.415 -4.516 5.505
C 5.181 -3.979 -6.276
C 6.374 -3.659 -5.365
C 6.118 -2.281 -4.742
S 4.333 -2.089 -4.672
O 3.946 -1.009 -5.545
O 3.896 -2.124 -3.292
C 3.934 -3.641 -5.465
H 5.180 -5.021 -6.591
H 5.222 -3.356 -7.172
H 6.443 -4.413 -4.578
H 7.315 -3.672 -5.913
H 6.521 -2.204 -3.736
H 6.512 -1.478 -5.362
H 3.039 -3.519 -6.069
H 3.760 -4.377 -4.680
*
```

Properties
gap between HOMO and LUMO = 7.31 eV

Results of the Löwdin charge analysis, in e, for atoms 1 through 8: C 0.05; C -0.07; N 0.06; C -0.32; N 0.11; O -0.08; C -0.10; C -0.32